107
Properties=species:S:1:pos:R:3:forces:R:3:mulliken_charge:R:1 method="wB97M-V/def2-TZVPD" orbital_gap_ev=6.066 e_lumo_ev=0.0507 largest_force_ha_per_bohr=0.011 total_energy_ha=-10490.77679
Sr -0.5713 -0.6862 -0.2378 0.4 0.3 0.1 1.29
C -3.2812 -2.2795 -0.6521 0.0 0.0 0.0 0.25
N -2.0337 -2.9887 -0.3172 -0.1 -0.1 -0.1 1.02
C -2.1580 -3.8141 0.8813 0.1 0.0 0.0 -1.80
C -1.9089 -3.0660 2.1738 -0.3 0.0 -0.1 0.69
C -2.4998 -3.5020 3.3537 0.1 0.0 0.0 -0.96
C -2.1898 -2.8531 4.5357 0.0 0.0 0.0 -0.90
C -1.3097 -1.7825 4.5002 0.0 0.0 0.1 -1.24
C -0.7942 -1.4040 3.2762 0.0 0.0 -0.1 -0.19
N -1.0884 -2.0213 2.1284 0.1 0.0 0.2 1.35
C -1.6359 -3.8158 -1.4681 0.1 0.0 0.1 -1.13
C -1.2951 -2.9874 -2.6819 0.0 0.0 0.1 0.67
C -2.0372 -3.0594 -3.8472 0.0 0.0 -0.1 -0.93
C -1.6722 -2.2601 -4.9209 0.0 0.0 0.0 -0.66
C -0.5795 -1.4227 -4.7910 0.0 0.0 0.1 -1.12
C 0.0962 -1.4068 -3.5795 0.0 0.0 -0.1 -0.49
N -0.2453 -2.1707 -2.5456 0.0 -0.1 0.1 0.30
C -3.8344 -1.4648 0.4840 -0.1 0.0 -0.1 -0.34
C -5.0097 -1.8000 1.1374 0.0 -0.1 -0.1 -1.01
C -5.4668 -0.9853 2.1607 0.0 0.1 0.0 -0.60
C -4.7334 0.1419 2.4911 -0.1 0.0 0.0 -0.96
C -3.5726 0.4020 1.7797 0.0 0.0 0.0 -0.23
N -3.1307 -0.3755 0.7990 0.1 0.0 0.1 0.76
H -4.0411 -2.9853 -1.0196 0.0 0.0 0.0 0.51
H -3.0389 -1.5688 -1.4445 -0.2 0.0 -0.2 -0.46
H -1.4061 -4.6056 0.8183 0.0 0.0 0.0 0.63
H -3.1357 -4.3161 0.9207 0.0 0.0 0.0 0.36
H -3.1809 -4.3432 3.3392 0.0 0.0 0.0 0.50
H -2.6216 -3.1810 5.4723 0.0 0.0 0.0 0.42
H -1.0076 -1.2659 5.4007 0.0 0.0 0.0 0.55
H -0.0859 -0.5855 3.2053 0.0 0.0 0.0 0.27
H -2.4244 -4.5444 -1.7077 0.0 0.0 -0.1 0.36
H -0.7390 -4.3714 -1.1868 0.0 0.0 0.0 0.19
H -2.8950 -3.7163 -3.9036 0.0 0.0 0.0 0.49
H -2.2437 -2.2812 -5.8396 0.0 0.0 0.0 0.40
H -0.2692 -0.7691 -5.5942 0.0 0.0 0.0 0.48
H 0.9229 -0.7250 -3.4145 0.0 0.0 0.0 0.84
H -5.5555 -2.6873 0.8433 0.0 0.0 0.0 0.50
H -6.3800 -1.2252 2.6890 0.0 0.0 0.0 0.43
H -5.0505 0.8114 3.2782 0.0 0.0 0.0 0.49
H -2.9692 1.2761 1.9985 0.0 0.0 0.0 0.29
C 2.9191 2.0272 -2.3479 0.0 0.0 0.0 -0.82
C 1.6154 2.4134 -2.9877 0.1 0.1 -0.1 0.72
C 1.5749 3.5167 -3.8778 0.0 -0.1 0.0 -1.16
C 0.4040 3.8469 -4.4837 -0.1 0.0 0.0 -1.02
C -0.7640 3.0938 -4.2109 0.1 0.1 -0.1 0.75
C -2.0225 3.3334 -4.8153 0.0 -0.1 0.0 -0.09
Br -2.2334 4.7300 -6.0864 0.0 0.0 0.0 -0.26
C -3.1024 2.5569 -4.5076 0.1 0.0 0.0 -0.52
C -2.9703 1.5256 -3.5707 -0.1 0.1 -0.1 0.13
Br -4.5006 0.4714 -3.1749 0.0 0.0 0.0 -0.21
C -1.7842 1.2312 -2.9039 -0.1 -0.1 0.1 -1.71
O -1.6810 0.3077 -2.0313 -0.1 -0.1 0.0 1.65
C -0.6407 2.0424 -3.2788 0.1 -0.1 0.1 0.18
N 0.5484 1.7132 -2.6973 -0.1 0.0 0.0 0.47
H 3.7526 2.1709 -3.0381 0.0 0.0 0.0 0.53
H 2.8928 0.9892 -2.0262 0.0 0.0 0.0 -0.32
H 3.1133 2.6490 -1.4696 0.0 0.0 0.0 0.21
H 2.4808 4.0734 -4.0815 0.0 0.0 0.0 0.54
H 0.3536 4.6713 -5.1819 0.0 0.0 0.0 0.36
H -4.0592 2.7348 -4.9777 0.0 0.0 0.0 0.46
C 2.4779 4.2341 2.7205 0.0 0.0 0.0 -1.04
C 1.3804 5.2923 2.6799 0.0 0.0 0.0 0.78
C 1.4382 6.0973 1.3861 0.0 0.0 0.0 -1.54
C -0.0015 4.6795 2.9147 0.0 0.0 0.0 -1.21
N -0.3453 3.6538 1.9378 0.0 -0.1 0.0 0.84
C -0.1338 2.3358 1.9680 0.1 0.1 -0.1 -1.53
N -0.5153 1.8287 0.8202 -0.1 0.0 0.1 0.73
N -0.9782 2.8691 0.0860 0.0 -0.1 0.0 -0.07
N -0.8782 3.9583 0.7433 0.0 0.1 0.0 -1.04
H 3.4614 4.7026 2.6895 0.0 0.0 0.0 0.51
H 2.4097 3.5683 1.8565 0.0 0.0 0.0 0.00
H 2.4280 3.6240 3.6256 0.0 0.0 0.0 0.27
H 1.5276 5.9767 3.5218 0.0 0.0 0.0 0.32
H 1.2877 5.4575 0.5149 0.0 0.0 0.0 0.27
H 2.4124 6.5767 1.2864 0.0 0.0 0.0 0.43
H 0.6723 6.8736 1.3606 0.0 0.0 0.0 0.39
H -0.7830 5.4360 2.8574 0.0 0.0 0.0 0.41
H -0.0471 4.2053 3.8956 0.0 0.0 0.0 0.39
H 0.3132 1.7961 2.7869 0.0 0.0 0.0 0.93
C 2.1547 -0.4686 0.3482 0.0 0.0 0.0 -3.12
C 2.2644 -0.7958 1.6965 0.0 0.0 0.1 2.68
C 2.2115 -2.1460 2.1807 0.0 0.0 -0.1 -0.36
C 2.1942 -2.4463 3.5133 0.0 0.0 0.0 -0.81
C 2.2466 -1.4354 4.4937 0.0 0.0 0.0 0.18
C 2.3927 -0.1095 4.0584 0.0 0.0 0.0 -0.37
C 2.4121 0.2005 2.7215 0.0 0.0 0.0 -1.03
C 2.1068 -1.7409 5.8753 0.0 0.0 0.0 0.01
N 1.9498 -1.9790 6.9940 0.0 0.0 0.0 -0.67
H 2.3511 -1.2368 -0.3967 0.0 0.0 0.0 0.82
H 2.3501 0.5543 0.0487 0.0 0.0 0.0 0.03
H 2.1568 -2.9507 1.4533 0.0 0.0 0.0 0.44
H 2.1243 -3.4802 3.8310 0.0 0.0 0.0 0.48
H 2.5029 0.6764 4.7986 0.0 0.0 0.0 0.44
H 2.5789 1.2268 2.4136 0.0 0.0 0.0 0.62
Br 5.0548 -4.3278 0.7906 0.0 0.0 0.0 -0.09
C 4.5673 -3.2478 -0.6751 0.1 0.1 -0.1 0.17
C 5.3046 -2.0896 -0.8937 0.0 0.0 0.0 -0.44
C 5.0228 -1.2807 -1.9797 0.0 0.0 0.0 -0.62
C 4.0081 -1.6261 -2.8605 0.0 0.0 0.0 -0.45
C 3.2643 -2.7728 -2.6409 0.0 0.1 0.0 -0.47
C 3.5333 -3.5798 -1.5409 0.0 0.0 0.0 -0.24
I 2.3547 -5.2727 -1.2798 -0.1 -0.1 0.0 0.18
H 6.0923 -1.8292 -0.2010 0.0 0.0 0.0 0.42
H 5.5957 -0.3757 -2.1332 0.0 0.0 0.0 0.38
H 3.7889 -0.9998 -3.7167 0.0 0.0 0.0 0.44
H 2.4661 -3.0451 -3.3164 0.0 0.0 0.0 0.63

***

17
Properties=species:S:1:pos:R:3:forces:R:3:mulliken_charge:R:1 method="wB97M-V/def2-TZVPD" orbital_gap_ev=9.096 smiles="C/C=C/c1ccc[nH]1" e_lumo_ev=1.0667 largest_force_ha_per_bohr=0.045 total_energy_ha=-326.84258
C 0.5482 3.1254 0.2039 -0.5 1.6 -0.4 -1.19
C 0.2511 1.6910 0.3992 0.1 -1.2 0.6 0.14
C -0.1986 0.7991 -0.4859 0.1 1.1 -0.2 -0.47
C -0.2577 -0.6243 -0.1849 0.0 -1.8 0.2 -0.18
C -1.1806 -1.4155 0.4681 0.5 0.6 0.2 -0.21
C -0.7500 -2.7757 0.4335 -1.0 1.2 -0.8 -0.60
C 0.3729 -2.7952 -0.3588 -1.2 -1.4 1.4 -0.44
N 0.7164 -1.5247 -0.6420 -0.1 0.7 -0.7 -0.02
H 1.2776 3.6186 0.8485 0.2 -0.8 0.3 0.34
H -0.3314 3.7633 0.3809 -0.1 -0.3 -0.2 0.27
H 0.8911 3.3687 -0.8046 -0.2 -0.3 -0.1 0.30
H 0.3894 1.2254 1.3766 0.4 0.5 0.1 0.36
H -0.5474 1.1439 -1.4613 0.4 -0.2 -0.1 0.32
H -2.0662 -1.0272 0.9373 -0.1 0.0 0.1 0.41
H -1.4391 -3.5412 0.7519 0.6 -0.5 0.0 0.37
H 0.7733 -3.7299 -0.7119 0.9 0.4 -0.3 0.38
H 1.5510 -1.3018 -1.1506 0.0 0.3 -0.1 0.22

***

19
Properties=species:S:1:pos:R:3:forces:R:3:mulliken_charge:R:1 method="wB97M-V/def2-TZVPD" orbital_gap_ev=10.930 e_lumo_ev=-3.5474 largest_force_ha_per_bohr=0.082 charge=+1 total_energy_ha=-364.54851
O -0.7869 0.4329 2.3071 -0.9 0.0 -0.1 -0.42
C -1.3774 0.9224 1.3829 1.1 -0.5 -1.2 -0.15
C -0.6644 0.8995 -0.0130 0.8 2.4 -1.1 0.18
N -0.2853 -0.4455 -0.4876 -2.5 -2.8 0.8 -0.30
C 0.3668 -0.5287 -1.7996 0.8 1.8 -1.5 -0.88
C 0.6773 1.7148 0.2123 -1.3 -1.4 -0.8 -1.26
H -2.3267 1.4704 1.3947 -0.1 0.0 0.5 0.37
H -1.2550 1.4394 -0.8862 0.9 -1.3 1.9 0.45
H 0.1392 -1.1358 0.2739 0.0 1.4 -1.3 0.46
H -1.1951 -0.9628 -0.6721 1.0 0.7 0.4 0.40
H 1.4281 -0.2490 -1.7914 -0.3 -0.5 0.4 0.33
H -0.0727 0.2715 -2.4368 0.0 -0.7 0.3 0.36
H 0.2241 -1.4817 -2.2992 0.0 -0.1 0.4 0.35
H 1.4679 1.3193 -0.3900 0.3 0.0 -1.0 0.33
H 1.0679 1.4774 1.1802 -0.2 0.8 0.9 0.43
H 0.4531 2.7119 -0.1117 0.5 0.8 0.7 0.37
H 1.1139 -3.1667 1.1221 0.4 -0.4 -1.4 0.32
H 0.4689 -2.3002 2.0179 -0.5 0.8 -2.2 0.33
O 0.5562 -2.3890 0.9963 0.2 -0.8 4.1 -0.64

***

74
Properties=species:S:1:pos:R:3:forces:R:3:mulliken_charge:R:1 method="wB97M-V/def2-TZVPD" orbital_gap_ev="5.608 / 6.350" e_lumo_ev="2.6235 / 2.6208" multiplicity=5 largest_force_ha_per_bohr=0.068 charge=-1 total_energy_ha=-2582.37968
O -1.8806 1.5718 -3.6215 2.5 0.8 2.3 -0.51
C -0.5958 1.9583 -2.7962 -0.7 -0.6 -0.1 0.78
C -0.5916 3.3792 -3.3928 -1.3 -0.4 -0.1 -0.87
H 0.2699 1.3069 -3.0201 -0.8 0.5 0.3 0.36
H -0.7910 1.9142 -1.7030 -0.1 0.0 -0.8 -0.81
C -2.1181 2.9745 -3.7680 0.8 0.5 0.1 1.40
H 0.1433 3.4703 -4.2153 -0.6 0.1 0.3 0.34
H -0.5119 4.2183 -2.6474 0.1 -0.8 -0.9 0.29
C -2.7754 3.1076 -5.1126 -0.3 0.3 0.0 -1.71
H -2.2151 2.6410 -5.9250 0.2 0.2 0.1 0.32
H -3.0058 4.1483 -5.3231 -0.1 0.1 -0.3 0.40
H -3.7167 2.5465 -5.0287 0.1 0.2 -0.1 0.34
C -3.0147 3.4651 -2.6251 0.0 0.5 0.1 -1.26
H -2.3518 3.7536 -1.7721 -0.9 -0.6 -0.3 0.19
H -3.7220 2.6344 -2.4029 0.5 0.7 0.2 0.24
H -3.5725 4.3942 -2.8849 0.3 -0.6 0.0 0.43
Cr 0.4486 0.3193 0.8107 -1.3 -1.2 -0.1 0.49
C 0.8686 2.1658 1.8609 1.6 1.2 0.2 -1.14
C 2.0374 1.3342 1.8628 0.0 0.9 -0.3 -0.48
C 2.5010 1.2224 0.5066 0.5 1.0 0.4 -0.86
H 2.5063 0.9160 2.7533 -0.3 -0.1 -0.4 0.65
C 1.6981 2.0753 -0.3019 0.4 -0.1 0.6 -0.20
C 0.6976 2.6462 0.5287 0.5 -0.1 0.5 -0.52
H -0.0291 3.3821 0.2194 -0.1 -0.2 0.0 0.59
H 0.2528 2.3718 2.7333 0.3 0.0 -0.4 0.56
H 3.4298 0.7483 0.2093 -0.3 -0.1 -0.1 0.48
H 1.9085 2.3484 -1.3281 -0.2 -0.3 0.0 0.57
C -1.7564 0.0295 2.3657 -1.3 0.1 -1.6 0.61
C -1.9418 1.4058 2.0745 -0.6 -0.9 -0.7 -2.16
C -2.0119 1.5584 0.6600 -0.6 -0.6 0.4 0.27
H -2.0657 2.1732 2.8335 0.2 0.0 -0.3 0.57
C -1.9014 0.2689 0.0438 -0.1 -0.1 0.9 -1.02
C -1.7622 -0.6944 1.1093 -0.2 1.1 0.7 -0.96
H -1.8344 -1.7756 1.0104 0.3 0.2 -0.1 0.45
H -1.8055 -0.3974 3.3584 0.3 0.1 -0.3 0.33
H -2.2055 2.4819 0.1235 0.1 -0.1 0.1 0.69
H -2.1207 0.0212 -0.9988 0.3 0.2 0.3 0.44
O 0.7897 -0.5580 -3.6921 0.8 -1.0 -3.0 -0.38
C -0.0470 -0.0647 -4.8039 -0.7 0.3 0.8 0.06
C 0.2811 -0.7289 -6.1456 -0.2 -0.2 0.4 -0.65
H 0.0370 1.0350 -4.8917 0.0 -0.7 0.2 0.08
H -1.0823 -0.3057 -4.4849 0.6 0.3 -0.5 0.24
C 1.3289 -1.7830 -5.7851 0.2 0.2 0.5 -0.51
H 0.6008 -0.0239 -6.9287 0.0 -0.2 0.4 0.27
H -0.6564 -1.1821 -6.4793 0.3 -0.1 -0.3 0.28
C 1.3944 -1.7944 -4.2403 -0.5 0.1 0.8 -0.60
H 2.3091 -1.5381 -6.1898 0.0 0.0 -0.1 0.24
H 1.0448 -2.7673 -6.1425 0.1 -0.2 -0.1 0.30
H 2.4427 -1.8869 -3.8863 -0.8 0.1 0.0 0.29
H 0.7783 -2.6398 -3.8526 0.6 0.5 -0.1 0.29
C -1.3743 -2.9530 4.8206 -0.3 -0.1 -0.2 -1.08
C 0.0351 -2.7259 5.3213 0.6 -0.3 0.4 -1.15
C 1.1217 -2.4988 4.2402 -0.6 0.0 0.6 2.68
C 2.5222 -2.3321 4.9108 -0.1 -0.3 0.0 -0.90
C 2.5647 -1.3160 6.0544 -0.1 0.5 0.4 -1.24
C 1.1725 -3.6796 3.2564 -0.4 -0.4 0.7 -0.44
O 0.7572 -4.8013 3.5272 1.0 1.2 -0.5 -0.64
N 1.7666 -3.3609 2.0277 0.0 -1.5 -0.3 0.00
C 1.3304 -2.2338 1.3429 -0.7 1.7 0.1 -0.16
O 1.2599 -2.1238 0.1049 0.6 -0.9 1.7 -0.71
N 0.9450 -1.2050 2.1506 0.1 -0.2 -1.1 0.97
C 0.8291 -1.2090 3.5005 -0.6 1.2 -0.7 -1.01
O 0.4441 -0.1786 4.0731 0.9 -1.4 0.2 -0.55
H -1.7918 -2.0413 4.3823 0.0 -0.3 0.0 0.24
H -2.0107 -3.2590 5.6615 0.1 0.1 -0.2 0.47
H -1.3954 -3.7591 4.0811 -0.1 0.2 0.1 0.27
H 0.0303 -1.8866 6.0321 0.2 -0.1 -0.4 0.40
H 0.3455 -3.6053 5.8985 0.0 0.0 -0.1 0.44
H 2.8164 -3.3106 5.3197 0.1 0.1 -0.3 0.46
H 3.2397 -2.0372 4.1297 -0.1 -0.2 0.2 0.41
H 2.1080 -1.7128 6.9866 0.2 0.2 -0.6 0.30
H 3.6221 -1.0843 6.2865 -0.5 -0.1 -0.1 0.39
H 2.0361 -0.3736 5.7870 0.4 -0.6 0.1 0.29
H 1.9398 -4.1601 1.4308 -0.2 -0.1 0.0 0.38

***

7
Properties=species:S:1:pos:R:3:forces:R:3:mulliken_charge:R:1 method="wB97M-V/def2-TZVPD" orbital_gap_ev="6.430 / 8.382" e_lumo_ev="4.3934 / 2.7209" multiplicity=3 largest_force_ha_per_bohr=0.133 charge=-1 total_energy_ha=-733.94043
N 1.5491 -0.6592 0.1595 5.1 1.7 -3.7 -0.40
N 0.5991 -0.9177 0.7997 -5.6 -1.3 3.7 -0.12
O -1.8489 0.6029 0.9682 2.2 -1.3 -0.7 -0.61
O -1.0216 -0.5756 -1.0728 -0.8 -0.7 0.1 -0.58
O 0.1443 1.3327 -0.3168 -0.2 0.3 0.6 -0.66
S -0.7088 0.2062 0.1019 -2.0 1.9 -0.2 1.04
H 1.2867 0.0107 -0.6397 1.5 -0.6 0.2 0.34

***

16
Properties=species:S:1:pos:R:3:forces:R:3:mulliken_charge:R:1 method="wB97M-V/def2-TZVPD" orbital_gap_ev=9.065 e_lumo_ev=1.0591 largest_force_ha_per_bohr=0.048 total_energy_ha=-271.63912
C -0.9140 -0.8664 -1.8234 -0.1 0.0 -0.1 -1.37
C -0.7404 -0.3580 -0.3854 -0.2 0.1 0.1 -0.23
C 0.3493 0.6935 -0.4161 0.3 -0.2 -1.3 -0.61
C 1.5629 0.4632 0.1051 -0.7 0.6 -0.3 0.02
O 1.6085 -0.0171 1.3599 -2.4 0.2 0.6 -0.38
C 0.2914 0.4720 2.1028 1.5 -0.6 0.3 -0.63
H 0.0211 -1.2964 -2.2012 -0.2 0.1 0.1 0.33
H -1.6971 -1.6294 -1.8870 0.1 0.1 0.0 0.36
H -1.1863 -0.0410 -2.4907 0.0 -0.1 0.1 0.34
H -1.7078 0.0008 -0.0125 0.0 0.0 0.0 0.31
H -0.4500 -1.2019 0.2577 0.0 0.3 -0.1 0.32
H 0.2548 1.4501 -1.1743 0.1 -0.2 -0.8 0.33
H 2.5024 0.5954 -0.4493 -0.1 0.5 0.8 0.34
H 0.3378 -0.2590 2.8872 -0.1 0.1 0.9 0.28
H 0.5412 1.4943 2.3880 0.1 -0.2 0.2 0.34
H -0.7739 0.4997 1.7393 1.6 -0.5 -0.5 0.25